Record 1
C26H29AsCoF6N2O3P2 | wB97M-V/def2-TZVPD

CARTESIAN COORDINATES (ANGSTROEM)
As (1.2314, -1.6940, 3.0596)
Co (0.1800, -0.1297, -0.0804)
P (2.4197, 0.6081, -0.6518)
P (-0.4575, -3.0418, -0.8361)
F (0.8525, -1.4021, 1.2263)
F (2.2952, -0.3503, 2.9296)
F (0.1298, -3.0181, 2.8999)
F (2.4753, -2.7276, 2.4712)
F (-0.0955, -0.6564, 3.3674)
F (1.5708, -1.9908, 4.6912)
O (0.1948, 1.1188, 1.1714)
O (-0.0643, -1.5884, -1.2016)
O (-0.2365, 3.2629, 1.5414)
N (-0.8967, 0.9363, -1.2710)
N (-2.2234, 2.5070, -1.9927)
C (4.7382, 3.3377, 1.2315)
C (3.5403, -0.7885, -0.5154)
C (2.4949, 3.7385, 1.9880)
C (-3.1141, 3.6636, -1.9887)
C (-1.0723, -3.7912, -2.3373)
C (2.6287, 1.3720, -2.2802)
C (2.9578, 2.7561, -4.6703)
C (1.8012, 2.4525, -2.5881)
C (2.9415, 1.9104, 0.4864)
C (4.3280, -0.9874, 0.6138)
C (4.2874, 2.2755, 0.4666)
C (3.8389, 4.0676, 1.9965)
C (-1.7743, -3.0669, 0.3673)
C (3.6349, 1.0005, -3.1702)
C (-1.9229, 1.7104, -3.0751)
C (-1.5942, 2.0099, -0.9237)
C (4.3803, -2.8360, -1.4657)
C (5.1834, -3.0195, -0.3447)
C (3.5497, -1.7328, -1.5473)
C (0.9123, -4.0274, -0.2652)
C (2.0365, 2.6551, 1.2450)
C (-1.0992, 0.7341, -2.6181)
C (1.9657, 3.1411, -3.7776)
C (0.5616, 2.3872, 1.3049)
C (3.7921, 1.6910, -4.3638)
C (5.1498, -2.1026, 0.6927)
H (0.5586, -5.0299, -0.0159)
H (1.3247, 3.9830, -4.0069)
H (-1.3415, -4.8326, -2.1536)
H (-2.6257, -2.5098, -0.0262)
H (-2.8987, 4.2859, -2.8529)
H (3.0876, 3.2936, -5.6007)
H (4.9881, 1.7271, -0.1523)
H (4.5765, 1.4000, -5.0504)
H (-0.6313, -0.0788, -3.1446)
H (2.9175, -1.5957, -2.4183)
H (-4.1516, 3.3395, -2.0183)
H (-1.6369, 2.4409, 0.0655)
H (5.8288, -3.8860, -0.2795)
H (-2.0791, -4.0974, 0.5579)
H (-2.9365, 4.2372, -1.0835)
H (1.0374, 2.7717, -1.8855)
H (5.7880, 3.6005, 1.2216)
H (-2.3150, 1.9107, -4.0575)
H (5.7520, -2.2590, 1.5776)
H (4.1858, 4.9009, 2.5935)
H (-1.4351, -2.6332, 1.3057)
H (1.6561, -4.0947, -1.0595)
H (4.2886, -0.2908, 1.4402)
H (4.3051, 0.1850, -2.9337)
H (4.4060, -3.5550, -2.2756)
H (-1.9512, -3.2487, -2.6850)
H (-0.2994, -3.7530, -3.1052)
H (1.3649, -3.5775, 0.6169)
H (1.7780, 4.3102, 2.5616)

Output
HOMO level (spin up / spin down) (hartree): -0.415 / -0.443
2S+1: 3
Charge: +1
⟨S²⟩: 2.0349

***

Record 2
C26H29AsMnN3O2S | wB97M-V/def2-TZVPD

CARTESIAN COORDINATES (ANGSTROEM)
As (-0.3082, -1.7082, -0.3010)
Mn (0.3343, 0.6357, -0.0949)
S (0.5797, 2.9048, 0.0842)
O (0.5121, 1.2218, -4.1862)
O (0.7347, 0.7173, -2.0505)
N (-2.4936, 1.2609, -1.1541)
N (0.3666, 0.4083, 1.9393)
N (1.4585, 0.1073, 2.5166)
C (4.8219, -0.4736, 1.2407)
C (-0.6426, -2.3190, -2.1249)
C (-0.8076, -0.3052, 3.9823)
C (0.5972, -2.3185, -3.0125)
C (-2.9584, 0.6443, 4.5064)
C (-1.1259, 5.5240, -2.4198)
C (4.5910, -0.2572, -0.1293)
C (-0.5838, 4.8722, -1.3304)
C (2.1920, -3.2462, 0.2222)
C (-1.4637, 1.0068, -0.6432)
C (-2.8731, 1.4467, 3.3769)
C (0.6900, -3.2184, 0.4776)
C (-0.1314, 2.9129, -2.6606)
C (-1.9193, -0.2290, 4.8050)
C (2.2379, 0.2238, 0.2658)
C (3.7796, -0.3401, 2.1278)
C (-0.7360, 0.4887, 2.8397)
C (-1.1849, 4.8776, -3.6492)
C (-2.0381, -2.0456, 0.5629)
C (-1.7698, 1.3678, 2.5405)
C (-0.0870, 3.5599, -1.4089)
C (2.5139, 0.0010, 1.6246)
C (-2.6792, -3.4073, 0.3292)
C (0.4049, 1.5143, -2.9925)
C (3.3373, 0.0794, -0.6015)
C (-0.6806, 3.5943, -3.7498)
H (2.4175, -3.3456, -0.8388)
H (1.3124, -3.0779, -2.6947)
H (2.6788, -2.3363, 0.5734)
H (5.8128, -0.7375, 1.5899)
H (3.9100, -0.4937, 3.1927)
H (0.2209, -4.1307, 0.0963)
H (0.0069, -0.9806, 4.2037)
H (0.4882, -3.1795, 1.5521)
H (-1.6051, 5.3719, -4.5168)
H (-2.0360, -4.2203, 0.6698)
H (2.6468, -4.0942, 0.7406)
H (-3.0900, 1.8717, -1.6711)
H (0.3181, -2.5406, -4.0447)
H (-3.8254, 0.7002, 5.1529)
H (1.0758, -1.3381, -3.0005)
H (-1.9763, -0.8588, 5.6846)
H (-1.5048, 6.5339, -2.3090)
H (3.1843, 0.2393, -1.6637)
H (-1.8592, -1.8805, 1.6288)
H (-3.6676, 2.1443, 3.1429)
H (-0.6810, 3.0672, -4.6943)
H (-1.3856, -1.6224, -2.5223)
H (5.4191, -0.3591, -0.8236)
H (-1.6728, 2.0104, 1.6764)
H (-0.5393, 5.3668, -0.3674)
H (-2.6962, -1.2382, 0.2366)
H (-3.6220, -3.4870, 0.8755)
H (-1.1006, -3.3103, -2.0751)
H (-2.8985, -3.5758, -0.7263)

Output
HOMO level (spin up / spin down) (hartree): -0.146 / -0.143
2S+1: 2
Charge: -1
⟨S²⟩: 0.8068

***

Record 3
C26H29BCdF6N10O9S3 | wB97M-V/def2-TZVPD

CARTESIAN COORDINATES (ANGSTROEM)
Cd (0.3798, -0.4752, 0.8018)
S (-3.4509, -3.5278, 1.1124)
S (1.1110, -3.0986, -2.3901)
S (1.6397, -0.7701, -3.9247)
F (-0.7989, -4.8920, -2.4113)
F (1.6877, -1.6253, -6.4364)
F (0.7584, 0.3060, -6.1336)
F (-0.2967, -1.5004, -5.5775)
F (0.1305, -4.5841, -4.3432)
F (-1.2770, -3.1374, -3.5757)
O (1.8768, -4.8648, 3.0373)
O (3.1329, -3.9335, 5.5580)
O (0.6664, -0.0202, -3.1911)
O (2.9278, -0.1987, -4.1877)
O (0.4848, -2.3274, -1.3532)
O (1.9732, -0.1703, 2.8754)
O (1.9534, -4.1954, -2.0245)
O (1.3688, -2.4564, 1.4002)
O (3.1483, -0.9995, 5.5206)
N (-0.3128, 1.3923, 2.0762)
N (1.8005, 2.0899, -0.3107)
N (-1.0621, 0.8230, -0.6788)
N (1.7986, -2.2875, -3.5405)
N (-1.5888, -1.7915, 1.3282)
N (-0.6789, 2.1240, -0.8024)
N (-2.7650, -1.1148, 1.5058)
N (0.1096, 2.5740, 1.5596)
N (-0.7832, -3.9627, 0.9657)
N (1.9955, 0.7544, -0.1952)
C (3.2187, 0.4792, -0.6150)
C (-2.1773, 1.7595, -2.3749)
C (-0.5235, 1.5751, 3.3673)
C (1.8699, -2.5044, 2.5864)
C (0.9083, -0.9186, -5.6097)
C (-1.3353, 2.7018, -1.8278)
C (-2.5619, -0.7534, -1.8230)
C (2.7585, -1.7210, 4.6204)
C (-0.9620, 0.4441, 4.2357)
C (-1.1136, 4.1156, -2.2547)
C (2.9122, 2.6630, -0.8118)
C (0.6056, 4.9116, 2.2974)
C (2.1916, -1.3189, 3.3107)
C (-0.2867, -3.9647, -3.2326)
C (3.0296, 4.1279, -1.0792)
C (-0.2507, 2.9094, 3.7072)
C (3.8460, 1.6683, -1.0179)
C (-1.9563, 0.5934, -1.6248)
C (-5.7491, -0.8372, 0.1713)
C (2.7396, -3.2353, 4.6446)
C (-1.7618, -3.0868, 1.1234)
C (-3.8112, -1.8460, 1.4180)
C (3.7342, -0.9205, -0.6388)
C (0.1582, 3.5063, 2.5315)
C (2.1235, -3.7012, 3.3550)
C (-5.2060, -1.3124, 1.5184)
B (0.4413, 2.7372, 0.0607)
H (4.7917, -0.9415, -0.3729)
H (-3.6430, -0.7336, -1.6653)
H (2.8498, 4.7198, -0.1804)
H (0.5184, 3.9097, -0.1826)
H (-1.0237, 0.7630, 5.2764)
H (1.6351, 4.9457, 1.9360)
H (-6.7675, -0.4566, 0.2747)
H (-1.8140, 4.3648, -3.0519)
H (-2.8325, 1.8860, -3.2220)
H (-5.8609, -2.0765, 1.9445)
H (-0.2419, -0.3730, 4.1752)
H (-5.1790, -0.4809, 2.2242)
H (4.8384, 1.7802, -1.4232)
H (0.1995, -3.6136, 1.0542)
H (4.0343, 4.3473, -1.4401)
H (-0.9762, -4.9330, 0.8089)
H (2.3153, 4.4576, -1.8359)
H (3.6383, -1.3497, -1.6391)
H (-1.2570, 4.8172, -1.4319)
H (-2.3757, -1.0914, -2.8411)
H (-0.0171, 5.4217, 1.5603)
H (-1.9345, 0.0656, 3.9167)
H (3.1809, -1.5510, 0.0576)
H (0.5573, 5.4659, 3.2347)
H (-5.7591, -1.6499, -0.5578)
H (-0.3110, 3.3650, 4.6823)
H (-2.1180, -1.4785, -1.1432)
H (-5.1191, -0.0402, -0.2246)
H (-0.1003, 4.2580, -2.6358)

Output
HOMO level (hartree): -0.062
Charge: -2

***

Record 4
C26H29BrFeN6OS | wB97M-V/def2-TZVPD

CARTESIAN COORDINATES (ANGSTROEM)
Br (-2.3814, 0.7673, -1.4093)
Fe (-0.3062, -0.1303, -0.1536)
S (-1.3003, -3.4514, -0.7331)
O (-0.7897, -1.9974, -0.5586)
N (-0.6234, -0.5729, 1.8885)
N (1.8636, -0.5434, 0.7543)
N (2.3427, 3.1040, 0.5417)
N (0.5579, 1.8427, 0.2476)
N (-0.0594, -1.7438, 3.6641)
N (0.0127, 0.0615, -2.5040)
C (-2.3075, -1.6630, 4.8637)
C (1.8328, 1.8722, 0.5945)
C (-3.0466, -3.2723, -1.2453)
C (0.6103, -0.0840, -4.8267)
C (1.6436, -0.3935, -5.8685)
C (-3.5772, -1.1479, 4.7064)
C (-1.7456, -0.6546, 2.7200)
C (2.6044, 0.6871, 1.0418)
C (1.6830, -1.4560, 1.8872)
C (-1.0428, 5.1256, -0.5568)
C (-0.7450, -3.9266, -2.3989)
C (-1.0258, 3.7642, -0.3354)
C (0.1212, 5.9018, -0.4594)
C (0.9028, -0.1949, -3.4701)
C (-1.3985, -1.3968, 3.8485)
C (1.3265, 5.3423, -0.0943)
C (0.3420, -1.2411, 2.4933)
C (0.1979, 3.1769, -0.0206)
C (-1.6134, 0.6075, -4.1772)
C (-1.8407, -3.4696, -3.3519)
C (-3.1490, -3.8366, -2.6614)
C (-0.6785, 0.3248, -5.1660)
C (1.3307, 3.9750, 0.1438)
C (-3.0262, -0.1317, 2.5722)
C (-1.1945, 0.4522, -2.8804)
C (-3.9311, -0.3866, 3.5814)
H (-1.9366, 3.1888, -0.3689)
H (-0.6334, -5.0124, -2.3845)
H (2.6029, 0.0565, -5.6150)
H (3.5838, 0.6828, 0.5594)
H (-2.0454, -2.2439, 5.7376)
H (3.2892, 3.3753, 0.7662)
H (2.7771, 0.7751, 2.1169)
H (-1.7822, -2.3863, -3.4960)
H (2.3086, -1.0402, -0.0100)
H (-3.6713, -3.8003, -0.5273)
H (2.2219, 5.9425, -0.0042)
H (0.5048, -2.2831, 4.3048)
H (-4.3179, -1.3322, 5.4719)
H (1.7353, -2.4848, 1.5233)
H (2.4699, -1.3410, 2.6359)
H (-3.2736, -4.9196, -2.6292)
H (-2.6178, 0.9338, -4.4088)
H (-4.9351, 0.0078, 3.5083)
H (-4.0123, -3.4218, -3.1801)
H (1.8013, -1.4710, -5.9437)
H (1.8923, -0.4948, -3.1464)
H (-3.2537, -2.2030, -1.1991)
H (-1.9770, 5.6116, -0.8022)
H (0.2261, -3.4633, -2.5675)
H (-3.2936, 0.4572, 1.7034)
H (0.0713, 6.9613, -0.6678)
H (1.3354, -0.0325, -6.8464)
H (-1.7440, -3.9487, -4.3251)
H (-0.9538, 0.4311, -6.2079)

Output
HOMO level (spin up / spin down) (hartree): -0.608 / -0.606
2S+1: 6
Charge: +3
⟨S²⟩: 8.7587